# C5H8NO3

A structure of composition C5H8NO3 at a distorted geometry (ωB97M-V with the def2-TZVPD basis set, OMol25).

Calculated values
- Total charge: +1
- 2S+1: 1
- Highest occupied orbital energy: -13.57 eV
- HOMO-LUMO gap: 9.48 eV
- Calculated total energy: -475.44562 a.u.
- Energy relative to the best compared isomer or geometry (same formula, charge and spin): 146.9 kJ/mol

Each line ends with the natural charge from an NBO analysis.
Atoms and positions in Å:
C1 -2.174 -1.384 0.025  -0.45
C2 -0.929 -1.965 0.004  0.26
C3 -2.335 0.065 -0.080  0.63
C4 -0.565 0.846 -0.466  -0.08
C5 0.349 0.079 0.404  0.21
N1 1.836 0.380 0.200  -0.72
O1 -3.189 0.872 0.053  -0.47
O2 0.242 -1.298 0.103  -0.50
O3 -0.778 2.178 -0.027  -0.71
H1 -3.061 -1.991 -0.010  0.27
H2 -0.720 -3.045 0.294  0.25
H3 -0.286 0.704 -1.627  0.19
H4 0.089 0.241 1.480  0.23
H5 2.412 0.950 0.886  0.48
H6 1.843 0.766 -0.722  0.45
H7 2.407 -0.507 0.010  0.47
H8 -1.743 2.104 0.155  0.50